(1)
C39H36ClCoN3Si2 as an isolated structure. Source: the Open Molecules 2025 dataset; level of theory: ωB97M-V with the def2-TZVPD basis set.

net charge = +1
lowest unoccupied orbital energy (alpha / beta) = -2.7 / -3.3 eV
HOMO (alpha / beta) = -8.9150 / -10.4698 eV
energy = -4093.6943 Eh
energy above the lowest of the compared OMol25 structures with the same formula, charge and spin = 76.8 kJ/mol
F_max = 5.25 eV/Å
spin multiplicity = 5
Kohn-Sham gap (alpha / beta) = 6.232 / 7.156 eV

CARTESIAN COORDINATES (ANGSTROEM)
H  -1.3887  -3.8121  -2.7006
C  0.7138  -3.8569  -3.2272
N  2.1223  -1.2196  2.3369
C  -3.6819  3.4335  -3.0308
C  -0.1560  0.4454  -2.8302
C  3.2330  -3.0724  1.2291
H  0.1625  3.6856  -3.4964
H  -0.1240  -1.5939  -6.1500
H  -3.8397  4.6202  -4.8307
C  1.0704  -2.1029  -1.1043
Si  -1.6123  -2.1515  -0.2471
N  1.2491  -1.5967  4.5000
C  2.9152  -1.7212  1.3311
C  -1.7751  4.2501  -4.2600
H  4.2897  0.7907  1.3288
C  -0.9163  3.6172  -3.3472
C  -1.4219  2.8351  -2.2965
C  -1.0861  2.0865  0.5614
C  -1.3225  -0.1561  -3.3056
H  3.0617  -5.0357  2.1513
C  1.0333  -0.3978  -4.7686
H  3.7818  -3.4144  0.3552
H  -4.3716  1.5443  1.2847
C  -3.0299  0.0456  0.4670
C  -0.6850  0.7070  0.2305
H  -1.3637  4.8086  -5.1027
C  3.2690  1.3551  3.2622
H  1.9286  -4.0432  4.2160
H  2.3989  2.2814  0.1490
H  1.1748  -2.2872  5.2449
C  -0.1998  -2.5986  -1.3703
C  2.0001  -3.4056  -2.9148
C  2.2191  -3.4405  3.3450
C  -2.4164  2.3540  0.9270
C  2.8553  -3.9672  2.2366
H  1.7594  2.5250  4.4631
C  2.1506  2.2135  3.4969
C  -2.0916  0.7700  4.3106
H  2.8620  -3.7121  -3.5116
Co  1.6391  0.6889  2.3145
H  -0.6957  -1.7544  6.1103
C  -0.9545  1.0880  3.5798
C  3.4744  1.2835  1.8473
H  -3.2448  2.1550  -1.3646
H  -0.3390  2.8557  0.7933
H  1.2047  -1.3695  -0.3108
C  -1.7527  -0.3143  0.0692
C  -3.1655  4.1521  -4.1086
C  1.6914  2.6858  2.2347
C  -3.3635  1.3409  0.9181
C  -0.3812  -3.4670  -2.4561
Si  -0.2144  1.6640  -1.3647
N  0.1281  0.2424  3.5059
H  -0.8759  2.0170  3.0089
C  2.4860  2.0934  1.2147
C  1.0202  0.3209  -3.5701
C  -2.8114  2.7646  -2.1556
C  -0.8619  -0.9700  5.3728
C  -1.3180  -0.8899  -4.4972
C  0.1541  -0.7402  4.4435
H  3.2764  -0.9897  0.6120
H  -2.9979  1.3460  4.1412
C  2.1728  -2.5354  -1.8364
H  -2.7607  -2.7137  -0.8310
C  -2.0446  -0.2536  5.2658
Cl  -1.2274  -3.0110  1.6028
H  -2.2333  -1.3822  -4.8345
H  0.2732  0.3447  0.6742
H  1.9404  0.7821  -3.2023
H  -3.8052  -0.7204  0.4754
H  3.1677  -2.1755  -1.5819
H  -4.7629  3.3657  -2.8682
H  1.1371  2.2398  -1.3088
C  -0.1359  -1.0058  -5.2310
H  0.5699  -4.5126  -4.0873
H  3.8959  0.8941  4.0241
H  1.9622  -0.4896  -5.3346
H  -2.2557  -0.0739  -2.7377
C  1.8799  -2.0851  3.3580
H  -2.9005  -0.4860  5.9004
H  -2.6906  3.3732  1.2238
H  0.9508  3.4584  2.0578

Forces on the atoms, in the same order (eV/Å):
0.34 -0.03 0.02
0.07 -0.03 -0.12
1.51 -3.10 -0.12
0.25 -0.23 0.11
0.29 0.19 0.24
0.24 0.47 -0.13
-0.21 0.04 -0.02
0.02 0.22 0.21
0.28 -0.09 0.28
0.36 -0.28 -0.17
2.01 0.98 -0.22
-0.04 -0.08 -0.15
-0.66 -0.76 0.84
-0.06 -0.19 0.28
-0.25 -0.07 0.22
-0.23 -0.04 -0.26
-0.13 0.29 0.33
-1.55 0.60 2.50
-0.12 -0.37 -0.38
-0.01 0.39 0.06
-0.07 -0.04 0.01
-0.09 0.06 0.26
0.27 -0.07 -0.23
0.69 -0.32 -0.19
0.84 0.11 -0.73
-0.07 -0.14 0.30
1.42 1.15 0.06
0.19 0.15 -0.55
0.10 -0.09 0.38
0.01 0.29 -0.40
-0.22 -0.12 -0.01
-0.23 0.06 0.27
0.01 -0.17 0.09
0.89 0.21 -0.29
-0.08 0.43 0.05
0.08 -0.30 -0.27
1.15 1.50 0.39
0.15 0.44 -0.01
-0.32 0.04 0.18
-3.62 -3.76 0.56
-0.29 0.19 -0.14
0.09 -1.07 -0.05
1.75 1.77 -0.01
0.06 0.24 -0.26
-0.29 -0.46 -0.43
-0.04 -0.23 -0.14
-1.16 0.06 0.90
0.26 -0.05 0.14
0.31 1.53 -0.02
-0.64 0.29 0.43
0.29 0.06 0.16
-0.51 -0.72 -3.27
-2.25 -0.02 2.40
-0.18 -0.65 0.04
1.42 1.07 -0.67
-0.08 -0.23 -0.22
-0.28 0.14 -0.19
-0.37 0.23 -0.01
0.08 0.17 0.33
-0.11 0.40 -0.69
-0.29 -0.31 -0.01
0.26 0.06 0.26
-0.10 0.06 -0.21
-1.44 -0.41 -0.25
0.51 -0.16 -0.32
-0.02 -0.09 0.22
0.29 0.19 0.04
-0.54 0.13 -0.37
-0.19 -0.11 -0.18
-0.01 0.19 -0.11
-0.12 0.01 -0.16
0.43 -0.01 -0.14
-0.07 0.16 0.29
0.06 0.02 0.11
0.02 0.16 0.25
-0.37 -0.04 -0.28
-0.28 0.00 0.12
0.25 0.06 -0.24
-0.09 0.55 -0.62
0.26 0.12 -0.20
0.07 -0.41 -0.15
0.08 -0.30 0.24



(2)
C4H8O2 as an isolated structure. Source: the Open Molecules 2025 dataset; level of theory: ωB97M-V with the def2-TZVPD basis set.

lowest unoccupied orbital energy = 0.5 eV
HOMO = -9.6040 eV
energy = -307.4436 Eh
energy above the lowest of the compared OMol25 structures with the same formula, charge and spin = 705.7 kJ/mol
F_max = 18.92 eV/Å
Kohn-Sham gap = 10.114 eV

CARTESIAN COORDINATES (ANGSTROEM)
C  0.1637  -0.0725  0.5240
C  1.3563  -0.3951  1.2614
H  -0.9868  1.7142  -1.5352
O  1.2103  -1.6017  1.9888
H  1.2164  0.5298  -1.2541
C  0.0098  0.3142  -0.6803
H  -0.8367  0.0481  1.2483
O  -1.3393  0.0809  -2.6730
H  -2.0560  0.8410  -0.5577
H  1.4062  0.6018  2.2981
H  -1.4296  -0.6843  -2.5478
H  2.3739  -0.4902  0.7713
H  0.1427  -1.6636  2.5700
C  -1.2309  0.7774  -1.4138

Forces on the atoms, in the same order (eV/Å):
-3.50 0.42 3.86
1.26 1.65 4.75
0.60 5.18 -1.81
-4.38 -0.83 2.45
-4.01 -0.90 1.18
3.90 1.34 -4.48
2.43 -0.85 -1.76
1.29 18.82 -1.57
0.77 -0.90 -2.31
0.29 -2.42 -3.24
-2.08 -17.82 3.04
-1.48 0.46 0.26
5.04 0.66 -2.99
-0.12 -4.80 2.62



Which of these has the highest energy above the lowest of the compared OMol25 structures with the same formula, charge and spin? C4H8O2



Which of these has the lowest energy above the lowest of the compared OMol25 structures with the same formula, charge and spin? C39H36ClCoN3Si2



What is the F_max in the second record? 18.92 eV/Å